1.
11
Properties=species:S:1:pos:R:3 method="wB97M-V/def2-TZVPD" lumo_ev=0.44 relative_energy_kcal_mol=64.3 energy_ha=-285.31215 e_homo_ev=-9.52 smiles="[H]/N=C1/C=CCO1"
H 2.776 -0.637 -0.236
N 2.225 0.210 -0.292
C 1.003 0.020 -0.024
C 0.033 1.101 -0.003
C -1.216 0.660 0.006
C -1.089 -0.883 0.302
O 0.335 -1.143 0.223
H 0.284 2.116 -0.121
H -1.390 1.347 -0.838
H -1.583 -1.619 -0.348
H -1.377 -1.172 1.331

2.
43
Properties=species:S:1:pos:R:3 method="wB97M-V/def2-TZVPD" lumo_ev=0.61 relative_energy_kcal_mol=227.5 energy_ha=-994.95905 e_homo_ev=-6.22 smiles="O=C([C@H](CO)NC(=O)[C@H]1C[C@@]2(C1)C[C@]21CC1)N1CCCO1"
O 1.575 -2.369 -2.059
C 2.308 -1.525 -1.524
C 1.861 -0.955 -0.152
C 2.372 -1.780 1.057
O 3.786 -1.820 1.136
N 0.395 -0.909 -0.127
C -0.347 -0.189 0.719
O 0.157 0.543 1.568
C -1.872 -0.243 0.515
C -2.458 1.083 -0.027
C -3.657 0.790 0.873
C -2.711 0.014 1.794
C -5.035 0.469 0.499
C -4.751 1.784 1.250
C -5.893 2.211 2.182
C -4.519 2.555 2.559
N 3.434 -1.034 -2.106
C 4.535 -0.313 -1.474
C 5.126 0.331 -2.706
C 4.993 -0.772 -3.746
O 3.776 -1.436 -3.414
H 2.186 0.080 -0.059
H 2.011 -1.347 1.992
H 1.989 -2.802 1.015
H 4.033 -2.310 1.926
H -0.018 -1.470 -0.862
H -2.177 -1.119 -0.062
H -1.938 1.993 0.285
H -2.665 1.149 -1.095
H -3.137 -0.853 2.299
H -2.244 0.663 2.539
H -5.286 0.479 -0.562
H -5.514 -0.370 1.005
H -6.564 3.004 1.845
H -6.422 1.450 2.758
H -4.068 2.045 3.411
H -4.193 3.593 2.491
H 4.236 0.418 -0.722
H 5.219 -1.034 -1.020
H 4.544 1.206 -3.000
H 6.154 0.663 -2.555
H 4.963 -0.385 -4.766
H 5.816 -1.487 -3.682

3.
63
Properties=species:S:1:pos:R:3 method="wB97M-V/def2-TZVPD" lumo_ev=-5.77 relative_energy_kcal_mol=0.0 energy_ha=-1462.56200 e_homo_ev=-10.93 charge=+1
C 2.381 -1.878 1.902
C 1.640 -1.270 0.710
Si 1.013 0.475 0.951
C 2.306 1.642 1.634
C 3.531 1.872 0.759
C 0.263 1.176 -0.605
C 0.385 0.311 -1.858
C -0.165 0.356 2.447
C -1.627 0.687 2.268
C -1.995 2.140 2.381
C -2.550 -0.281 2.030
C -3.975 0.071 1.703
C -2.142 -1.721 1.910
H 2.902 -2.792 1.590
H 3.132 -1.197 2.319
H 1.694 -2.155 2.711
H 2.276 -1.280 -0.187
H 0.758 -1.881 0.466
H 1.785 2.597 1.818
H 2.612 1.254 2.620
H 4.220 2.562 1.259
H 4.074 0.941 0.570
H 3.264 2.312 -0.207
H -0.792 1.377 -0.380
H 0.735 2.156 -0.771
H 0.139 0.908 -2.744
H 1.399 -0.084 -1.995
H -0.311 -0.535 -1.831
H -0.020 -0.653 2.866
H 0.302 1.062 3.156
H -1.338 2.657 3.096
H -1.906 2.665 1.417
H -3.026 2.268 2.735
H -4.570 -0.842 1.579
H -4.461 0.675 2.481
H -4.061 0.625 0.756
H -3.017 -2.348 1.712
H -1.439 -1.889 1.079
H -1.670 -2.111 2.824
F -6.530 -4.955 7.135
C -5.738 -3.928 6.684
C -5.414 -3.885 5.326
C -4.544 -2.891 4.895
C -4.001 -1.941 5.806
C -2.945 -1.100 5.373
C -1.921 -0.608 6.220
C -0.925 0.221 5.637
C 0.068 0.845 6.366
C -0.010 0.734 7.755
F 0.845 1.484 8.515
C -0.947 -0.078 8.399
C -1.807 -0.846 7.626
C -4.531 -1.915 7.134
C -5.303 -2.967 7.601
H -5.806 -4.628 4.635
H -4.212 -2.851 3.854
H -2.891 -0.857 4.313
H -1.003 0.390 4.567
H 0.840 1.438 5.880
H -0.995 -0.123 9.482
H -2.429 -1.600 8.106
H -4.295 -1.076 7.788
H -5.566 -3.040 8.656

4.
13
Properties=species:S:1:pos:R:3 method="wB97M-V/def2-TZVPD" lumo_ev=0.40 relative_energy_kcal_mol=76.2 energy_ha=-286.51027 e_homo_ev=-9.61 smiles="O=C[C@@H]1CCN1"
O 2.954 -0.100 -0.007
C 1.675 -0.006 0.254
C 0.542 0.108 -0.734
C -0.660 0.952 -0.145
C -1.222 -0.411 0.362
N -0.260 -1.140 -0.543
H 1.097 0.070 1.372
H 0.813 0.312 -1.747
H -1.275 1.400 -1.004
H -0.643 1.762 0.565
H -1.069 -0.498 1.412
H -2.309 -0.644 0.215
H 0.356 -1.805 0.000

5.
20
Properties=species:S:1:pos:R:3 method="wB97M-V/def2-TZVPD" lumo_ev="0.96 / -2.11" relative_energy_kcal_mol=19.8 energy_ha=-689.70155 spin_multiplicity=3 e_homo_ev="-5.55 / -8.77"
C -1.064 -1.738 -1.342
C 0.129 -2.193 -0.624
C -1.450 -0.437 -1.287
C 0.746 -1.417 0.250
C -0.767 0.610 -0.499
C 0.285 0.057 0.489
C -0.113 0.128 1.965
O 1.537 0.962 0.278
P 1.647 2.057 -0.969
H -1.611 -2.487 -1.856
H 0.400 -3.211 -0.559
H -2.184 0.074 -1.921
H 1.660 -1.614 0.775
H -0.280 1.407 -1.184
H -1.556 1.039 0.236
H -0.057 1.079 2.272
H 0.453 -0.423 2.617
H -1.158 -0.293 1.979
H 3.028 2.107 -0.857
H 1.670 0.984 -1.938

6.
93
Properties=species:S:1:pos:R:3 method="wB97M-V/def2-TZVPD" lumo_ev=-2.89 relative_energy_kcal_mol=8.6 energy_ha=-3139.57480 e_homo_ev=-10.41 charge=+1
In -0.288 -0.169 -0.591
C 0.410 -3.678 -2.493
C 1.470 -2.893 -1.717
N 1.020 -2.398 -0.423
C 0.703 -3.412 0.562
C 0.128 -2.746 1.813
N -1.037 -1.926 1.518
C -2.247 -2.722 1.341
C -3.541 -1.913 1.432
C -3.497 -0.546 0.740
N -2.728 -0.506 -0.491
C -3.299 -1.243 -1.603
C -2.374 -1.129 -2.813
N -1.037 -1.633 -2.525
C -0.998 -3.087 -2.408
H 0.364 -4.709 -2.136
H 0.733 -3.718 -3.536
H 1.746 -2.012 -2.299
H 2.367 -3.523 -1.611
H 1.769 -1.830 -0.034
H 1.605 -3.968 0.859
H -0.010 -4.125 0.147
H 0.900 -2.100 2.232
H -0.108 -3.530 2.549
H -1.175 -1.293 2.300
H -2.297 -3.521 2.099
H -2.187 -3.206 0.367
H -3.793 -1.737 2.480
H -4.341 -2.521 1.010
H -3.039 0.172 1.422
H -4.533 -0.221 0.554
H -2.666 0.468 -0.804
H -4.273 -0.822 -1.885
H -3.441 -2.289 -1.322
H -2.268 -0.073 -3.066
H -2.820 -1.663 -3.662
H -0.447 -1.352 -3.303
H -1.610 -3.544 -3.203
H -1.437 -3.351 -1.445
O 3.491 0.458 6.203
C 4.242 0.106 5.070
C 3.372 0.107 3.846
C 3.880 -0.281 2.612
C 3.028 -0.280 1.524
N 1.770 0.134 1.570
C 1.298 0.600 2.726
C 2.055 0.542 3.900
C 0.004 1.308 2.672
C -0.435 2.052 3.767
C -1.531 2.898 3.655
C -1.948 3.712 4.856
O -1.972 2.941 6.031
C -2.164 2.966 2.421
C -1.707 2.144 1.400
N -0.671 1.329 1.517
H 4.073 0.548 6.964
H 4.684 -0.895 5.184
H 5.067 0.815 4.904
H 4.910 -0.579 2.496
H 3.402 -0.566 0.552
H 1.663 0.834 4.859
H 0.072 2.011 4.717
H -2.905 4.211 4.668
H -1.188 4.482 5.027
H -2.788 2.435 6.077
H -2.995 3.635 2.251
H -2.183 2.162 0.431
F 4.917 -1.061 -6.047
C 4.233 -0.674 -4.974
C 2.874 -0.380 -5.064
F 2.243 -0.493 -6.234
C 2.173 0.019 -3.936
F 0.844 0.228 -4.018
C 2.780 0.151 -2.685
S 1.998 0.801 -1.275
C 4.141 -0.182 -2.619
F 4.758 -0.151 -1.430
C 4.860 -0.590 -3.731
F 6.142 -0.928 -3.608
C -2.077 2.750 -4.044
Si -1.247 2.914 -2.323
C -2.293 4.141 -1.281
C 0.471 3.685 -2.612
O -1.289 1.482 -1.608
H -2.086 3.724 -4.522
H -3.105 2.406 -3.982
H -1.532 2.070 -4.691
H -2.490 5.037 -1.856
H -1.782 4.444 -0.372
H -3.257 3.721 -1.005
H 0.389 4.726 -2.905
H 0.994 3.163 -3.408
H 1.094 3.639 -1.725

7.
65
Properties=species:S:1:pos:R:3 method="wB97M-V/def2-TZVPD" lumo_ev=0.45 relative_energy_kcal_mol=0.0 energy_ha=-2813.78310 e_homo_ev=-6.78
Pt -0.079 0.813 0.447
S 2.301 0.263 0.794
P 1.506 -0.086 2.625
C -0.070 -0.298 2.096
P -1.592 0.034 2.711
S -2.507 0.396 0.945
C -1.854 1.498 3.764
C -2.845 1.541 4.742
C -3.085 2.714 5.446
C -2.341 3.852 5.176
C -1.364 3.822 4.189
C -1.131 2.655 3.481
C -2.091 -1.335 3.792
C -2.826 -2.394 3.271
C -3.055 -3.528 4.040
C -2.542 -3.609 5.327
C -1.807 -2.554 5.851
C -1.583 -1.419 5.087
C 1.841 1.327 3.733
C 2.237 2.557 3.213
C 2.383 3.657 4.045
C 2.132 3.543 5.406
C 1.737 2.322 5.933
C 1.598 1.220 5.102
C 2.064 -1.498 3.617
C 1.374 -2.700 3.484
C 1.793 -3.823 4.183
C 2.910 -3.756 5.002
C 3.616 -2.564 5.124
C 3.195 -1.440 4.432
H -3.437 0.659 4.955
H -3.858 2.737 6.204
H -2.528 4.766 5.726
H -0.783 4.710 3.971
H -0.385 2.631 2.696
H -3.213 -2.326 2.261
H -3.631 -4.349 3.632
H -2.721 -4.493 5.926
H -1.408 -2.616 6.856
H -1.015 -0.593 5.501
H 2.437 2.634 2.151
H 2.702 4.607 3.632
H 2.252 4.401 6.055
H 1.536 2.227 6.992
H 1.301 0.267 5.525
H 0.507 -2.735 2.834
H 1.248 -4.753 4.083
H 3.240 -4.635 5.542
H 4.494 -2.514 5.755
H 3.748 -0.513 4.526
C -0.755 5.726 0.160
C 0.087 5.153 -0.992
C -0.494 5.569 -2.348
C 1.550 5.597 -0.868
C 0.042 3.681 -0.884
N -0.026 2.544 -0.770
H -0.962 6.778 -0.037
H -0.219 5.646 1.107
H -1.703 5.198 0.263
H -0.453 6.655 -2.431
H -1.533 5.252 -2.443
H 0.076 5.135 -3.169
H 1.598 6.685 -0.941
H 2.161 5.168 -1.661
H 1.969 5.293 0.092

8.
50
Properties=species:S:1:pos:R:3 method="wB97M-V/def2-TZVPD" lumo_ev=-7.36 relative_energy_kcal_mol=0.0 energy_ha=-3073.69373 e_homo_ev=-15.58 charge=+2
Rh -0.024 0.954 0.048
C -1.685 -3.375 -2.755
N -1.522 -1.970 -2.371
C -2.010 -0.903 -3.071
C -1.646 0.225 -2.396
N -0.948 -0.167 -1.291
C -0.869 -1.507 -1.294
P 0.023 -2.500 -0.017
C -0.645 -1.587 1.418
N -0.711 -0.256 1.489
C -1.331 0.077 2.659
C -1.631 -1.084 3.310
N -1.199 -2.113 2.524
C -1.344 -3.536 2.841
C 1.551 -1.521 -0.195
N 1.545 -0.190 -0.229
C 2.824 0.256 -0.409
C 3.620 -0.848 -0.486
N 2.816 -1.945 -0.350
C 3.273 -3.338 -0.375
H -2.179 -3.403 -3.721
H -2.302 -3.891 -2.024
H -0.712 -3.853 -2.839
H -2.570 -1.025 -3.982
H -1.843 1.253 -2.630
H -1.511 1.098 2.949
H -2.111 -1.257 4.257
H -1.747 -3.617 3.845
H -0.373 -4.025 2.809
H -2.032 -4.006 2.142
H 3.073 1.301 -0.461
H 4.683 -0.938 -0.623
H 4.354 -3.333 -0.471
H 2.843 -3.856 -1.229
H 3.001 -3.834 0.553
F -1.116 4.233 -3.285
C -1.127 4.152 -1.971
F -1.949 3.172 -1.594
F -1.507 5.284 -1.428
S 0.608 3.752 -1.401
O 0.708 2.264 -1.398
O 1.488 4.387 -2.302
N 0.693 4.314 0.075
S 0.323 3.362 1.256
O -1.028 2.764 1.158
O 1.273 2.255 1.450
C 0.260 4.519 2.712
F 0.093 3.754 3.777
F -0.765 5.318 2.545
F 1.385 5.186 2.783